Record 1
# C5H10NO6P

A cluster of 2 separate species, C5H10NO6P in total (the ωB97M-V functional and the def2-TZVPD basis, the OMol25 dataset).

Charge: -2
Highest occupied orbital energy (eV): -1.33
E_tot (eV): -28412.851
ΔE to the lowest compared entry with this formula, charge and spin (eV): 0.000

The geometry in XYZ format:
```
23
Properties=species:S:1:pos:R:3:forces:R:3
C -1.9650 1.6358 -0.9431 0.0 0.2 -0.5
C -2.2630 -1.4749 -1.4108 -0.5 0.0 -0.8
C -0.9267 -0.7663 -1.1345 0.8 -0.3 -2.0
C 0.4189 2.1258 0.7285 -0.5 -0.3 0.1
C -0.8206 0.6458 -0.5985 -1.5 -0.6 0.4
N 0.1815 0.8463 0.1345 0.4 0.3 -1.0
O -2.0210 2.0260 -2.1426 0.1 -0.3 0.7
O 2.2874 -1.4077 0.0708 0.2 -1.5 1.4
O 3.1355 -2.6615 1.9785 -3.0 -2.0 0.7
O -2.7361 1.8926 0.0094 0.2 -0.1 -0.3
O 2.3122 -0.3223 2.3785 -0.1 0.6 0.5
O 1.6608 2.1138 1.2963 1.5 1.3 1.0
P 1.7927 -1.5962 1.7506 1.4 -0.9 -1.2
H -2.9212 -0.7717 -1.8700 -0.6 0.4 -1.1
H -2.2310 -2.4397 -2.0398 0.3 1.5 0.9
H -2.8548 -1.6796 -0.5148 0.6 -0.3 0.4
H -0.2249 -0.6068 -2.0453 -1.5 -1.0 0.8
H -0.4344 -1.4682 -0.5135 1.2 -0.1 0.9
H 0.4662 3.0530 0.1693 -0.4 -0.1 -1.4
H -0.4750 2.2704 1.3288 0.1 0.2 1.3
H 1.9892 1.2724 1.6574 -0.7 -0.8 0.2
H 1.8176 -0.6269 -0.1394 -1.0 1.8 -0.8
H 3.8116 -2.0599 1.8495 2.6 1.9 -0.4
```
Forces are in eV/Å.

Record 2
# C5H10NOP

An isolated molecule of C5H10NOP (the ωB97M-V functional and the def2-TZVPD basis, the OMol25 dataset).

Highest occupied orbital energy (eV): -9.61
E_tot (eV): -18171.462
SMILES: C=C(C)[C@H](C)/N=P\O
ΔE to the lowest compared entry with this formula, charge and spin (eV): 2.094

The geometry in XYZ format:
```
18
Properties=species:S:1:pos:R:3:forces:R:3
C 0.4804 -1.0237 1.0784 -0.8 0.5 -1.1
C 0.0408 -0.6223 -0.1435 -1.6 2.0 3.5
C 0.6297 -0.8961 -1.4141 -2.0 -0.9 -3.4
C -0.9413 0.6659 -0.1977 1.6 2.1 -0.6
C -0.6421 1.5111 1.0398 -1.1 3.2 -1.5
N -2.4259 0.9889 -0.4863 1.9 -1.5 -0.4
P -3.5668 -0.0247 -0.2795 -0.5 -0.5 0.6
O -2.8984 -1.3324 0.4490 -0.2 0.6 -0.6
H 0.2210 -0.5900 2.0400 -0.7 0.0 -0.4
H 1.1607 -1.8158 1.2356 1.0 -0.7 -0.5
H -0.2289 -1.2314 -2.1023 1.0 0.1 0.7
H 1.3057 -1.7007 -1.3701 1.2 -0.8 -0.1
H 0.9946 -0.0387 -2.0199 0.2 -0.3 1.0
H -0.4403 1.2033 -1.0420 -0.6 -0.3 0.5
H -0.9393 1.0269 1.9247 -0.4 -0.5 1.2
H -1.3803 2.3928 0.8522 1.5 -1.2 0.9
H 0.3821 1.9542 1.1452 -0.8 -0.8 -0.3
H -1.9588 -1.0595 0.4021 0.1 -1.0 0.5
```
Forces are in eV/Å.

Record 3
# C5H10NOPS

An isolated molecule of C5H10NOPS (the ωB97M-V functional and the def2-TZVPD basis, the OMol25 dataset).

Highest occupied orbital energy (eV): -8.57
E_tot (eV): -29007.043
SMILES: C=CP(CC)NC(O)=S
ΔE to the lowest compared entry with this formula, charge and spin (eV): 1.749

The geometry in XYZ format:
```
19
Properties=species:S:1:pos:R:3:forces:R:3
C -2.2536 2.1623 0.0187 1.4 -1.3 0.6
C -1.1933 1.4003 -0.2435 0.8 2.0 -2.9
P -0.1238 0.6075 0.9755 -0.2 -0.9 0.3
C -0.7144 -1.1446 0.7010 -0.3 -0.2 2.3
C -0.7218 -1.5280 -0.7845 -0.7 -3.7 1.7
N 1.2922 0.5516 -0.0290 0.0 -0.4 0.6
C 2.5158 0.0390 0.2349 0.0 -1.2 -0.2
O 2.6966 -0.8255 1.2794 -3.2 1.3 -0.1
S 3.7104 0.2022 -0.8369 1.4 0.5 -0.9
H -2.8887 2.6792 -0.6119 -0.7 0.8 -2.0
H -2.5621 2.3185 0.9940 -0.5 -0.1 2.2
H -0.7866 1.5515 -1.3399 -0.8 -0.9 1.9
H 0.0521 -1.8152 1.3423 -2.0 1.4 -1.4
H -1.7605 -1.1178 1.2381 1.9 -0.5 -1.1
H -0.1566 -2.5306 -0.8154 -1.2 1.3 -0.5
H -1.6993 -1.5806 -1.2934 0.3 -0.3 0.6
H -0.1820 -0.8737 -1.3415 1.8 1.9 -1.6
H 1.1953 0.6074 -1.0310 -0.1 0.6 0.0
H 3.5801 -0.7033 1.5432 2.1 -0.1 0.4
```
Forces are in eV/Å.

Record 4
# C5H10NOS

The ion C5H10NOS with charge -1 (the ωB97M-V functional and the def2-TZVPD basis, the OMol25 dataset).

Charge: -1
Highest occupied orbital energy (eV): -2.68
E_tot (eV): -19721.134
SMILES: CCC(=O)NCC[S-]
ΔE to the lowest compared entry with this formula, charge and spin (eV): 0.411

The geometry in XYZ format:
```
18
Properties=species:S:1:pos:R:3:forces:R:3
C 1.4573 -2.2989 0.6067 0.5 -0.9 0.4
C 0.6715 -1.0301 0.8801 0.7 0.2 1.4
C -0.5908 -1.0151 0.0794 -1.5 -0.1 -2.7
O -1.0190 -2.0382 -0.4771 0.4 -0.2 0.9
N -1.2458 0.1358 -0.2371 1.9 0.4 1.3
C -0.7686 1.5053 0.0495 -1.6 0.7 0.5
C -0.5968 2.3585 -1.2412 1.1 -2.1 0.8
S 0.1445 3.9174 -0.7875 -0.2 0.7 -0.2
H 0.7596 -3.1159 0.4321 0.0 0.0 -0.3
H 2.0815 -2.6582 1.4333 -0.2 0.5 0.3
H 2.1730 -2.2328 -0.2074 -0.3 0.2 -0.5
H 0.4422 -0.9998 1.9692 -0.1 0.1 -0.6
H 1.2824 -0.1372 0.7045 -0.3 -0.1 -0.1
H -1.8803 0.0418 -1.0111 -0.1 -0.1 0.0
H 0.1198 1.6072 0.6760 0.2 -0.7 -0.4
H -1.5596 1.9302 0.7249 0.6 0.2 -0.8
H -1.5784 2.2902 -1.7073 -0.2 0.7 -0.4
H 0.1076 1.7400 -1.8870 -0.7 0.7 0.4
```
Forces are in eV/Å.